(1)
ORCA calculation (wB97M-V/def2-TZVPD) on a 2-piece molecular cluster, C4H7NOS overall at a distorted geometry.

As for the total energy: -684.709061 Ha. The energy above the lowest of the compared OMol25 structures with the same formula, charge and spin comes out at 2.667 eV. Its orbital gap is 7.88 eV. The calculation puts the LUMO energy at 0.574 eV. The calculation puts the highest occupied orbital energy at -0.269 Ha.

Last column: natural (NBO) charge in e.
Geometry (Å):
C  -3.686  -0.544  0.104  0.857
C  2.295  -0.643  0.861  -0.873
C  -0.078  -0.414  -0.499  -0.553
C  -0.210  1.037  -0.218  -0.658
N  -3.329  -1.675  0.006  -0.771
O  -3.984  0.526  0.419  -0.510
S  1.174  -1.412  -0.074  0.750
H  3.138  -1.233  1.157  0.229
H  2.253  0.399  1.095  0.215
H  -0.807  -0.902  -1.122  0.217
H  -1.229  1.266  0.098  0.231
H  0.003  1.630  -1.113  0.224
H  0.469  1.353  0.570  0.216
H  -3.233  -2.334  -0.731  0.426

---

(2)
ORCA calculation (wB97M-V/def2-TZVPD) on one molecule with the formula C4H7NOS at a distorted geometry.

As for the total energy: -684.721535 Ha. The energy above the lowest of the compared OMol25 structures with the same formula, charge and spin comes out at 2.328 eV. Its orbital gap is 9.43 eV. The calculation puts the LUMO energy at 0.581 eV. The calculation puts the highest occupied orbital energy at -0.325 Ha.

Last column: natural (NBO) charge in e.
Geometry (Å):
C  1.719  -0.953  0.223  -0.117
C  0.401  -0.269  0.082  0.206
C  0.477  1.186  0.471  -0.251
C  -0.232  2.082  -0.226  -0.363
H  2.796  -0.339  -1.259  0.467
H  2.072  -1.068  1.259  0.198
H  1.731  -1.959  -0.191  0.193
H  1.201  1.401  1.242  0.223
H  -0.179  3.201  -0.064  0.211
H  -0.954  1.746  -0.953  0.202
H  -2.218  0.724  0.488  0.087
N  -0.642  -0.972  -0.039  -0.552
O  2.780  -0.162  -0.309  -0.712
S  -2.274  -0.493  -0.067  0.208